DFT (ωB97M-V with the def2-TZVPD basis set) results for a structure of composition C14H14AsCl3F6GeIN2O9P2Sr.

Properties
HOMO-LUMO gap ... 8.9 eV
E_HOMO ... -6.8 eV
Energy relative to the best compared isomer or geometry (same formula, charge and spin) ... 1.6 kcal per mole
Lowest unoccupied orbital energy ... 2.032 eV
DFT total energy ... -234916.421 eV

Geometry as ORCA input:
```
! wB97M-V def2-TZVPD RIJCOSX def2/J DEFGRID3
* xyz -1 1
Sr 1.76 2.49 0.30
C 1.63 -4.05 -0.48
C 0.25 -3.48 -0.60
N -0.80 -4.30 -0.54
C -2.02 -3.78 -0.64
C -2.28 -2.42 -0.79
C -3.71 -1.96 -0.96
O -4.49 -2.85 -1.75
C -1.19 -1.56 -0.84
C -1.28 -0.08 -1.05
N -1.83 0.80 -0.33
C -2.52 0.52 0.87
C -3.90 0.70 0.87
C -4.64 0.51 2.02
C -4.00 0.18 3.21
C -2.62 0.05 3.23
C -1.88 0.22 2.07
I 0.20 -0.01 2.18
C 0.08 -2.10 -0.76
O 1.18 -1.30 -0.73
H 1.56 -5.13 -0.35
H 2.23 -3.82 -1.36
H 2.14 -3.61 0.39
H -2.84 -4.48 -0.61
H -4.21 -1.91 0.01
H -3.72 -0.95 -1.39
H -4.03 -2.99 -2.58
H -0.78 0.28 -1.95
H -4.38 0.99 -0.05
H -5.71 0.63 2.00
H -4.57 0.03 4.12
H -2.11 -0.19 4.15
O 4.61 -1.63 0.12
P 3.79 -0.38 0.68
O 2.95 -0.75 1.83
O 3.07 0.26 -0.55
O 4.95 0.65 1.01
P 4.74 2.23 1.43
O 4.39 2.88 -0.04
O 5.99 2.73 2.00
O 3.38 2.32 2.07
H 4.56 -2.36 0.76
H 5.09 2.79 -0.70
F -0.38 3.66 -0.71
As 0.31 5.29 -0.74
F -0.26 5.54 -2.33
F 1.78 4.51 -1.35
F 1.13 6.80 -0.69
F 0.96 4.88 0.87
F -1.10 5.93 -0.03
Cl 0.84 -1.44 -3.66
Ge 2.12 -0.55 -2.06
Cl 3.95 -1.27 -2.91
Cl 1.61 1.51 -2.62
*
```



DFT (ωB97M-V with the def2-TZVPD basis set) results for a structure of composition C14H14AuBIN3 in a non-equilibrium geometry.

Properties
HOMO-LUMO gap ... 7.2 eV
E_HOMO ... -8.8 eV
Lowest unoccupied orbital energy ... -1.681 eV
DFT total energy ... -31680.416 eV

Geometry as ORCA input:
```
! wB97M-V def2-TZVPD RIJCOSX def2/J DEFGRID3
* xyz 0 1
Au 0.19 0.31 -0.30
C 1.23 1.80 5.42
C 0.49 0.64 5.57
C 0.06 -0.06 4.47
C 0.37 0.39 3.18
C 1.11 1.57 3.04
C 1.53 2.27 4.15
N -0.01 -0.29 2.08
N -0.68 -1.38 2.09
C -1.10 -1.96 0.96
C -1.87 -3.14 1.03
C -2.35 -3.74 -0.11
C -2.07 -3.21 -1.36
C -1.33 -2.03 -1.46
C -0.85 -1.43 -0.32
H 1.59 2.34 6.29
H 0.25 0.28 6.56
H -0.52 -0.97 4.57
H 1.36 1.93 2.04
H 2.09 3.18 4.03
H -2.10 -3.54 2.01
H -2.96 -4.62 -0.04
H -2.44 -3.68 -2.26
H -1.15 -1.60 -2.43
B 4.62 -0.29 -1.34
C 3.17 -0.25 -0.88
N 2.04 -0.16 -0.62
H 4.97 0.85 -1.35
H 4.61 -0.72 -2.46
H 5.25 -1.02 -0.65
I -0.86 3.09 -0.50
C -1.62 1.09 -0.15
H -2.36 0.88 -0.92
H -2.08 1.08 0.83
*
```



DFT (ωB97M-V with the def2-TZVPD basis set) results for a structure of composition C14H14BF2N2NiO3S3.

Properties
HOMO-LUMO gap (alpha / beta) ... 7.1 / 7.4 eV
E_HOMO (alpha / beta) ... -4.5 / -4.8 eV
Energy relative to the best compared isomer or geometry (same formula, charge and spin) ... 2.1 kcal per mole
Lowest unoccupied orbital energy (alpha / beta) ... 2.630 / 2.627 eV
⟨S²⟩ ... 2.01
DFT total energy ... -103532.827 eV

Geometry as ORCA input:
```
! wB97M-V def2-TZVPD RIJCOSX def2/J DEFGRID3
* xyz -1 3
Ni 0.19 -1.77 1.24
C 1.09 5.02 -2.69
C 0.58 4.13 -1.58
C 1.46 3.37 -0.81
C 1.00 2.58 0.23
C -0.36 2.55 0.50
C -1.25 3.29 -0.26
C -0.78 4.08 -1.29
S -0.94 1.48 1.81
O -2.29 1.90 2.14
O 0.04 1.53 2.85
N -0.86 0.02 1.13
C -1.83 -0.57 0.39
C -3.13 -0.11 0.09
C -3.96 -0.92 -0.64
C -3.53 -2.17 -1.09
C -2.24 -2.55 -0.77
N -1.41 -1.78 -0.07
H 2.12 4.78 -2.93
H 1.04 6.07 -2.39
H 0.48 4.90 -3.58
H 2.52 3.40 -1.03
H 1.67 1.98 0.83
H -2.31 3.25 -0.01
H -1.47 4.66 -1.89
H -3.45 0.84 0.48
H -4.98 -0.59 -0.86
H -4.17 -2.82 -1.66
H -1.84 -3.51 -1.08
C 3.64 -5.10 1.17
O 2.50 -4.61 1.86
C 1.30 -4.68 1.28
S 1.03 -5.47 -0.15
S 0.07 -3.85 2.16
H 4.50 -4.71 1.72
H 3.65 -4.75 0.14
H 3.65 -6.19 1.17
F 2.94 -0.61 0.27
B 2.23 -1.34 1.18
F 3.09 -1.72 2.16
*
```



DFT (ωB97M-V with the def2-TZVPD basis set) results for a structure of composition C14H14BF2N7S2Yb in a non-equilibrium geometry.

Properties
HOMO-LUMO gap (alpha / beta) ... 7.1 / 7.1 eV
E_HOMO (alpha / beta) ... -10.7 / -10.7 eV
Lowest unoccupied orbital energy (alpha / beta) ... -3.611 / -3.613 eV
⟨S²⟩ ... 0.75
DFT total energy ... -84486.567 eV

Geometry as ORCA input:
```
! wB97M-V def2-TZVPD RIJCOSX def2/J DEFGRID3
* xyz 1 2
Yb -0.17 -0.35 0.37
C 0.85 -0.63 -5.09
S 1.82 0.53 -4.13
C 1.00 0.61 -2.59
S -0.40 -0.38 -2.31
N 1.55 1.48 -1.78
N 0.93 1.54 -0.57
C 1.25 2.51 0.21
C 0.56 2.61 1.50
C 0.92 3.60 2.41
C 0.18 3.70 3.58
C -0.86 2.81 3.80
C -1.11 1.83 2.86
N -0.42 1.71 1.73
H 1.39 -0.72 -6.03
H -0.15 -0.26 -5.28
H 0.80 -1.60 -4.61
H 1.98 3.25 -0.10
H 1.73 4.28 2.19
H 0.42 4.46 4.31
H -1.46 2.86 4.70
H -1.90 1.10 3.01
N 3.94 -2.07 1.13
C 4.40 -0.80 1.34
C 3.34 0.03 1.12
N 2.24 -0.71 0.77
C 2.64 -1.98 0.78
C 1.70 -3.02 0.43
N 0.49 -2.68 0.02
C -0.18 -3.86 -0.20
C 0.65 -4.91 0.07
N 1.84 -4.36 0.48
H 4.50 -2.91 1.18
H 5.42 -0.60 1.62
H 3.31 1.10 1.17
H -1.19 -3.88 -0.55
H 0.50 -5.97 0.02
H 2.65 -4.89 0.76
F -2.22 -2.13 2.90
B -1.53 -1.46 2.03
F -0.16 -1.17 2.46
*
```



DFT (ωB97M-V with the def2-TZVPD basis set) results for a cluster of 3 separate species, C14H14BIN3O6P in total in a non-equilibrium geometry.

Properties
HOMO-LUMO gap ... 7.5 eV
E_HOMO ... -8.4 eV
Lowest unoccupied orbital energy ... -0.924 eV
DFT total energy ... -49561.614 eV
SMILES string ... O=[N+]([O-])c1ccccc1.O=[N+]([O-])c1ccccc1.CP(O)B(I)N=C=O

Geometry as ORCA input:
```
! wB97M-V def2-TZVPD RIJCOSX def2/J DEFGRID3
* xyz 0 1
O -0.49 0.26 -3.69
N 0.55 0.90 -3.77
O 1.00 1.35 -4.81
C 1.29 1.15 -2.54
C 0.82 0.63 -1.34
C 1.55 0.85 -0.17
C 2.72 1.59 -0.21
C 3.18 2.11 -1.41
C 2.47 1.90 -2.58
H -0.09 0.05 -1.30
H 1.19 0.44 0.77
H 3.29 1.75 0.70
H 4.10 2.69 -1.44
H 2.83 2.31 -3.51
O 0.80 0.17 2.88
N 1.12 -1.01 2.82
O 0.68 -1.80 2.00
C 2.08 -1.50 3.81
C 2.57 -0.64 4.78
C 3.46 -1.12 5.73
C 3.87 -2.45 5.69
C 3.38 -3.30 4.71
C 2.48 -2.83 3.76
H 2.26 0.40 4.82
H 3.85 -0.46 6.50
H 4.56 -2.83 6.44
H 3.70 -4.34 4.69
H 2.11 -3.51 3.00
C -3.50 -0.32 -2.98
P -4.65 1.06 -3.61
O -3.83 2.55 -3.54
B -6.09 1.03 -2.34
I -6.64 2.68 -1.05
N -6.89 -0.25 -2.30
C -7.57 -0.22 -3.35
O -8.49 -0.35 -4.05
H -3.80 -0.61 -1.93
H -3.64 -1.21 -3.66
H -2.45 0.05 -3.05
H -3.77 2.83 -4.48
*
```



DFT (ωB97M-V with the def2-TZVPD basis set) results for a structure of composition C14H14Br6F4O12 in a non-equilibrium geometry.

Properties
HOMO-LUMO gap ... 10.0 eV
E_HOMO ... -10.7 eV
Energy relative to the best compared isomer or geometry (same formula, charge and spin) ... 11.5 kcal per mole
Lowest unoccupied orbital energy ... -0.704 eV
DFT total energy ... -470438.965 eV

Geometry as ORCA input:
```
! wB97M-V def2-TZVPD RIJCOSX def2/J DEFGRID3
* xyz 0 1
C -3.45 1.00 0.56
C -4.63 1.75 -0.05
O -4.89 2.72 0.91
C -3.74 2.98 1.60
O -3.54 3.97 2.22
O -2.85 1.98 1.40
F -5.67 0.89 -0.29
H -2.76 0.60 -0.18
H -3.73 0.16 1.20
H -4.39 2.18 -1.03
C 2.55 5.30 -2.28
C 2.37 3.81 -2.42
O 3.73 3.45 -2.66
C 4.25 4.43 -3.45
O 5.15 4.31 -4.22
O 3.61 5.58 -3.19
F 1.62 3.32 -3.44
H 2.91 5.55 -1.28
H 1.65 5.89 -2.45
H 1.97 3.41 -1.49
C 2.31 -2.79 2.05
C 2.73 -1.34 1.83
O 4.13 -1.39 2.10
C 4.48 -2.60 2.61
O 5.58 -2.95 2.91
O 3.42 -3.41 2.65
F 2.16 -0.45 2.66
H 1.96 -3.37 1.19
H 1.41 -2.91 2.67
H 2.71 -1.07 0.77
C -2.79 -4.59 1.53
C -3.85 -3.64 2.00
O -3.26 -2.38 1.81
C -2.27 -2.53 0.86
O -1.63 -1.62 0.49
O -2.15 -3.81 0.52
F -4.11 -3.81 3.32
H -3.11 -5.50 1.03
H -2.12 -4.88 2.35
H -4.80 -3.74 1.47
C 1.45 -2.41 -3.10
Br 1.22 -3.25 -1.37
Br 0.17 -3.00 -4.46
Br 3.35 -2.30 -3.54
H 1.14 -1.38 -3.00
C 0.25 1.49 -0.14
Br 1.07 2.08 1.52
Br 1.64 0.75 -1.24
Br -0.85 2.86 -1.00
H -0.41 0.66 0.06
*
```